No. 1
19
Properties=species:S:1:pos:R:3:forces:R:3 method="wB97M-V/def2-TZVPD" orbital_gap_ev=9.4 smiles="C/C=C(/C)O.C=C" relative_energy_kcal_mol=37.52 e_homo_ev=-8.38 lumo_energy_ha=0.037
C 1.77858 -0.81383 -0.40185 0.05 0.03 -0.02
C 0.36035 -1.00325 0.05396 -0.01 -0.27 -0.25
O 0.00234 -0.28482 1.16852 0.08 0.13 0.00
C 0.32538 2.56421 -0.38832 -0.08 0.08 0.14
C -0.18911 2.90201 0.79109 0.06 -0.01 -0.16
C -1.92472 -2.03184 -0.04116 -0.07 0.01 0.04
C -0.51276 -1.84037 -0.50925 0.12 0.08 0.05
H 1.97604 0.23774 -0.65208 -0.05 -0.15 0.04
H 1.99434 -1.41870 -1.28598 -0.07 0.08 0.13
H 2.47859 -1.09515 0.39409 -0.11 0.03 -0.09
H 0.50779 0.54062 1.18149 -0.08 -0.13 0.03
H 1.21819 3.04431 -0.78302 -0.13 -0.05 0.08
H -0.13689 1.80009 -1.01083 0.06 0.10 0.11
H 0.26004 3.67174 1.41410 -0.04 -0.10 -0.11
H -1.08673 2.42188 1.17438 0.13 0.06 -0.07
H -2.63238 -1.95724 -0.87577 0.11 -0.01 0.12
H -2.18766 -1.27841 0.70580 0.01 -0.12 -0.11
H -0.16564 -2.43830 -1.34880 -0.01 0.11 0.12
H -2.06575 -3.02070 0.41360 0.02 0.14 -0.07



No. 2
19
Properties=species:S:1:pos:R:3:forces:R:3 method="wB97M-V/def2-TZVPD" orbital_gap_ev=9.6 smiles="C=CC=C(C)C.O" relative_energy_kcal_mol=41.75 e_homo_ev=-8.80 lumo_energy_ha=0.028
C 0.10665 -0.82839 -2.73129 0.68 0.24 -0.47
C -1.12041 -0.34233 -2.01743 0.44 -0.14 0.27
C -1.13360 -0.20806 -0.69291 -1.11 -0.22 0.39
C -0.03177 -0.57585 0.21421 0.75 -0.07 -0.57
C 0.63690 0.23619 1.03756 -1.10 -1.07 0.31
C -2.21502 0.18821 -2.90621 1.22 0.31 -0.35
H 1.04641 -0.60371 -2.21906 -0.23 0.20 0.14
H 0.16023 -1.89988 -2.91039 -0.45 -0.26 0.05
H 0.16985 -0.36452 -3.71950 0.03 0.01 0.02
H -2.08429 0.09510 -0.25352 0.20 0.32 0.13
H 0.33953 -1.59227 0.08048 0.21 0.13 -0.08
H 0.15852 1.14693 1.36545 0.50 0.51 -0.23
H 1.48482 -0.18033 1.56813 -0.01 0.32 0.15
H -1.87627 1.20739 -3.13103 -0.43 0.16 0.05
H -2.15437 -0.28526 -3.88746 -0.50 -0.34 0.15
H -3.20674 0.20941 -2.48080 -0.20 -0.10 0.07
H 2.79062 0.42254 6.36992 -0.01 0.00 -0.19
H 2.79661 0.93937 4.90914 0.00 -0.06 0.34
O 2.90481 1.21155 5.83030 0.01 0.06 -0.15